The following is a DFT calculation (ωB97M-V/def2-TZVPD) of a 9-piece molecular cluster, C34H86BO11S overall at a distorted geometry.

Each line ends with the Löwdin charge.
Geometry (Å):
O 3.585 8.630 -0.793  -0.0123
C 2.796 7.737 -1.518  -0.8729
S 3.653 6.445 -2.525  0.7571
C 1.893 8.650 -2.454  -0.2142
O 0.635 8.695 -1.840  -0.0948
B 0.507 7.301 -1.359  -0.6522
O 1.871 7.040 -0.785  -0.1181
H 3.606 8.351 0.115  0.0892
H 4.952 6.370 -2.104  -0.1691
H 1.731 8.295 -3.477  0.1043
H 2.356 9.638 -2.424  0.1148
H 0.335 6.490 -2.258  0.0634
H -0.318 7.066 -0.506  0.0555
C -2.427 2.442 1.403  -0.0780
C -2.274 2.245 -0.095  -0.2909
O -1.704 3.351 -0.760  -0.1545
C -0.396 3.720 -0.338  -0.2598
C 0.632 2.618 -0.522  -0.0711
H -3.026 3.330 1.612  0.0744
H -2.914 1.574 1.852  0.0672
H -1.463 2.573 1.896  0.0605
H -3.260 2.103 -0.541  0.1132
H -1.701 1.334 -0.309  0.1027
H -0.416 4.068 0.700  0.1110
H -0.107 4.577 -0.945  0.0929
H 0.405 1.735 0.082  0.0500
H 1.620 2.977 -0.230  0.0792
H 0.671 2.303 -1.566  0.0769
C 0.434 3.835 -5.325  -0.0730
C 0.322 5.071 -6.200  -0.2775
O 1.559 5.716 -6.433  -0.1570
C 2.553 4.953 -7.085  -0.2818
C 2.148 4.474 -8.469  -0.0832
H 0.892 4.090 -4.368  0.0805
H -0.556 3.416 -5.136  0.0754
H 1.044 3.057 -5.790  0.0570
H -0.305 5.807 -5.697  0.1209
H -0.171 4.835 -7.152  0.1014
H 2.856 4.109 -6.456  0.1079
H 3.424 5.603 -7.172  0.1173
H 1.290 3.802 -8.433  0.0562
H 2.972 3.933 -8.938  0.0699
H 1.880 5.321 -9.104  0.0770
C -2.039 -1.717 5.042  -0.0777
C -1.892 -1.900 3.541  -0.2789
O -1.330 -0.781 2.883  -0.1640
C -0.027 -0.405 3.291  -0.2744
C 1.006 -1.500 3.095  -0.0741
H -2.641 -0.833 5.261  0.0811
H -2.525 -2.589 5.482  0.0738
H -1.074 -1.589 5.534  0.0651
H -2.880 -2.038 3.099  0.1181
H -1.317 -2.805 3.314  0.0926
H -0.038 -0.059 4.331  0.1080
H 0.241 0.458 2.681  0.1112
H 0.787 -2.382 3.699  0.0570
H 1.998 -1.142 3.376  0.0784
H 1.033 -1.815 2.051  0.0814
C 0.931 -1.147 -7.515  -0.0788
C 0.828 0.086 -8.397  -0.2809
O 2.067 0.728 -8.627  -0.1666
C 3.064 -0.042 -9.269  -0.2827
C 2.664 -0.535 -10.650  -0.0824
H 1.385 -0.892 -6.556  0.0834
H -0.060 -1.564 -7.332  0.0762
H 1.541 -1.928 -7.972  0.0633
H 0.198 0.826 -7.904  0.1169
H 0.340 -0.155 -9.348  0.1059
H 3.369 -0.879 -8.631  0.1062
H 3.931 0.611 -9.361  0.1176
H 1.807 -1.210 -10.612  0.0637
H 3.492 -1.075 -11.112  0.0744
H 2.395 0.306 -11.291  0.0809
C -1.042 -6.127 1.616  -0.0744
C 0.079 -5.103 1.644  -0.2783
O 0.742 -5.015 2.893  -0.1725
C 1.375 -6.195 3.352  -0.2745
C 2.455 -6.713 2.419  -0.0735
H -1.775 -5.911 2.396  0.0742
H -1.546 -6.112 0.650  0.0824
H -0.675 -7.141 1.783  0.0688
H -0.337 -4.111 1.458  0.1099
H 0.801 -5.291 0.842  0.1103
H 0.630 -6.972 3.557  0.1080
H 1.826 -5.937 4.311  0.1025
H 2.053 -7.003 1.448  0.0654
H 2.940 -7.588 2.854  0.0774
H 3.212 -5.945 2.248  0.0827
C 3.937 -7.618 8.334  -0.0811
C 5.100 -7.136 7.484  -0.2851
O 4.705 -6.447 6.313  -0.1608
C 3.939 -5.272 6.512  -0.2883
C 4.652 -4.205 7.326  -0.0770
H 3.277 -8.260 7.749  0.0805
H 4.305 -8.185 9.191  0.0754
H 3.339 -6.790 8.716  0.0652
H 5.674 -7.998 7.141  0.1170
H 5.787 -6.520 8.075  0.1059
H 2.970 -5.521 6.959  0.1066
H 3.729 -4.878 5.517  0.1121
H 4.870 -4.541 8.341  0.0650
H 4.033 -3.310 7.398  0.0789
H 5.599 -3.937 6.855  0.0833
C -4.833 -7.579 3.597  -0.0782
C -4.781 -7.484 2.082  -0.2823
O -4.004 -8.503 1.476  -0.1646
C -4.432 -9.832 1.704  -0.2842
C -5.838 -10.119 1.207  -0.0811
H -3.825 -7.557 4.016  0.0790
H -5.400 -6.743 4.008  0.0778
H -5.309 -8.501 3.934  0.0646
H -4.312 -6.541 1.802  0.1098
H -5.790 -7.470 1.656  0.1071
H -4.334 -10.087 2.765  0.1059
H -3.727 -10.467 1.166  0.1174
H -6.587 -9.520 1.728  0.0648
H -6.087 -11.169 1.363  0.0756
H -5.919 -9.896 0.142  0.0814
C -4.098 7.098 1.698  -0.0808
C -4.622 8.521 1.606  -0.2923
O -3.869 9.457 2.353  -0.1704
C -2.501 9.574 1.986  -0.2782
C -2.282 9.998 0.547  -0.0719
H -4.060 6.773 2.740  0.0776
H -4.748 6.420 1.143  0.0743
H -3.093 7.005 1.285  0.0664
H -5.634 8.560 2.014  0.1111
H -4.694 8.840 0.560  0.1055
H -1.972 8.639 2.197  0.1076
H -2.077 10.327 2.652  0.1129
H -2.671 9.263 -0.158  0.0700
H -1.216 10.110 0.345  0.0821
H -2.781 10.949 0.346  0.0767

Computed properties:
Energy relative to the best compared isomer or geometry (same formula, charge and spin): 0.690 eV
Molar mass: 713.9 g mol⁻¹
E: -2597.6351 a.u.
HOMO level: -4.381 eV
Charge: -1
2S+1: 1